Below is 14 unconnected molecules or ions with the total composition C23H33Cl39N3O4 in a non-equilibrium geometry, with properties calculated with ωB97M-V with the def2-TZVPD basis set.

Geometry as XYZ:
```
102
Properties=species:S:1:pos:R:3:forces:R:3:lowdin_charge:R:1
C 3.5086 -1.9881 -0.1468 0.5421 -0.2925 0.6363 -0.12
C 4.0806 -0.9644 0.8450 -0.5056 -0.7774 0.6396 -0.20
O 4.2558 0.3656 0.3126 -0.4711 -0.2345 -0.7128 -0.03
C 4.7660 0.3774 -0.9495 -0.4736 1.3707 -1.0344 -0.49
O 5.6925 -0.2603 -1.3195 0.8103 -1.0308 0.2198 0.15
C 4.0951 1.3521 -1.9482 -0.3121 0.4261 1.3269 -0.06
C 2.5706 1.5225 -1.7638 -0.4865 0.6950 -0.3408 -0.16
C 2.2067 2.4994 -0.6093 1.4839 0.9456 -0.9536 -0.19
N 0.7549 2.8562 -0.6207 0.6699 -2.4639 0.8559 0.13
C 0.0207 2.1870 0.2793 -1.9427 0.7946 -0.8113 -0.39
N 0.4113 1.9391 1.5325 0.3720 0.5877 0.6733 0.22
N -1.2561 1.7687 -0.0806 2.1998 -1.2812 0.2584 0.10
C -1.1465 0.6276 -1.0622 -1.3148 0.1393 -0.6509 -0.15
C -2.3013 -0.4029 -0.8411 1.5925 0.9163 -0.8656 -0.09
C -2.4711 -1.2197 -2.1394 0.4094 0.3522 0.3891 -0.48
O -3.4746 -1.8133 -2.3484 -0.7973 0.0371 -0.6338 0.03
O -1.4482 -1.2457 -3.0723 0.0485 0.6025 1.5698 0.01
H 2.5113 -1.7151 -0.5230 0.3423 0.1048 -0.0692 0.07
H 3.3707 -2.9185 0.4297 0.0650 0.4843 -0.1872 0.01
H 4.2039 -2.2515 -0.9541 -0.3527 0.3538 0.1340 0.06
H 4.9859 -1.3379 1.3493 -0.0304 0.2541 -0.5617 0.13
H 3.3346 -0.8656 1.6455 0.3077 0.3264 -0.2358 0.04
H 4.5594 2.3404 -1.7636 -0.0908 -0.2900 -0.0935 0.11
H 4.3778 1.0833 -2.9717 -0.1358 -0.2346 0.3897 0.13
H 2.2057 2.0286 -2.6807 0.0931 -0.2983 0.2100 0.12
H 2.0082 0.5769 -1.7112 0.3733 0.0873 0.1728 0.10
H 2.5820 2.1671 0.3625 -0.5745 -0.0476 -0.1286 0.11
H 2.7643 3.4233 -0.8451 -0.2297 -0.2425 0.2223 0.07
H 0.3950 2.6979 -1.5592 -0.3783 0.7648 0.0235 0.15
H 0.6745 2.6682 2.1801 0.6895 -0.0252 -0.3035 0.12
H 0.3869 0.9950 1.8846 -0.5609 -0.0408 0.2559 0.06
H -1.6991 1.4559 0.7741 -0.3414 -0.0109 -0.0231 0.04
H -0.1751 0.1168 -0.9693 -0.3111 0.2266 -0.1580 0.12
H -1.2678 1.0580 -2.0680 0.3058 -0.2491 0.2842 0.11
H -3.2407 0.1138 -0.6038 0.2230 -0.3075 -0.1318 0.05
H -1.9973 -1.0554 -0.0080 -0.4396 -0.0790 -0.3238 0.11
H -1.1027 -2.1512 -3.0425 -0.0173 -0.0326 -0.5819 -0.01
C -4.6910 -2.8702 -0.1372 -0.5867 -0.3651 0.0584 -1.50
Cl -4.9900 -1.4748 0.9065 0.0961 -0.3673 0.0840 0.49
Cl -3.1866 -3.6823 0.3121 0.1714 -0.0025 0.0540 0.56
Cl -6.0498 -3.9869 -0.0592 0.3289 -0.1632 0.1528 0.53
H -4.5949 -2.5170 -1.1578 -0.0880 -0.1645 0.4369 -0.03
C 5.6059 5.7692 -1.2846 0.0136 -0.1293 -0.0874 -1.53
Cl 5.5203 4.8479 0.2217 0.0108 0.0216 -0.0117 0.52
Cl 6.5451 4.8933 -2.4932 -0.0308 0.0354 0.0536 0.54
Cl 3.9836 6.1202 -1.8930 0.0522 -0.0040 -0.0274 0.51
H 6.1034 6.7088 -1.0805 -0.0319 -0.0100 0.0115 0.02
C 1.7290 -5.1155 -1.0247 0.0920 0.3879 0.1210 -1.50
Cl 3.4339 -4.9282 -1.4339 -0.1705 -0.2704 -0.1487 0.59
Cl 1.3981 -4.6038 0.6340 0.0425 -0.1354 -0.0931 0.48
Cl 0.7088 -4.1705 -2.1159 0.0666 -0.0769 -0.2164 0.53
H 1.4749 -6.1595 -1.1223 -0.0657 0.0041 -0.0132 -0.05
C -1.9111 -4.7375 4.0472 -0.0070 -0.1512 0.0798 -1.54
Cl -0.7206 -5.0011 2.7690 -0.1987 0.0224 0.1349 0.47
Cl -2.4902 -6.2736 4.6875 0.0145 0.0989 -0.0435 0.55
Cl -1.2272 -3.7399 5.3384 -0.0238 0.0572 -0.0311 0.51
H -2.7538 -4.2076 3.6198 0.0292 0.0026 -0.0117 0.00
C 3.0063 -8.3773 1.4417 0.2327 -0.0092 -0.0584 -1.51
Cl 1.6321 -8.1779 0.3425 -0.0526 -0.2017 0.1316 0.56
Cl 4.1081 -9.6111 0.8358 -0.0800 0.0559 0.0407 0.55
Cl 3.8528 -6.8441 1.6755 -0.0081 -0.1378 0.0679 0.52
H 2.6244 -8.7027 2.4007 -0.0413 0.0208 -0.0319 0.02
C 1.6887 -0.6119 4.6504 0.0290 0.2475 0.1208 -1.52
Cl 3.1129 0.4016 4.4176 -0.0488 -0.0518 -0.0187 0.56
Cl 0.4168 0.2799 5.4852 0.0232 -0.0565 -0.0505 0.54
Cl 1.0990 -1.2169 3.0935 -0.1479 -0.1515 -0.0693 0.55
H 1.9679 -1.4630 5.2591 -0.0319 -0.0306 -0.0605 0.02
C -4.6615 1.2939 3.8048 -0.3259 -0.0627 0.0972 -1.52
Cl -5.1717 2.7705 4.6181 0.1191 -0.1067 -0.1097 0.56
Cl -6.0253 0.4555 3.0779 -0.2028 0.1166 0.3102 0.52
Cl -3.4745 1.6293 2.5395 0.3138 0.1914 -0.0144 0.51
H -4.2003 0.6413 4.5352 0.0062 0.0110 -0.0190 0.02
C -9.9853 -2.4298 0.1866 0.0558 -0.0965 0.0236 -1.54
Cl -8.7865 -2.7308 -1.0740 -0.3457 0.1663 -0.1083 0.49
Cl -10.5879 -3.9494 0.8476 0.0062 0.0663 -0.0303 0.54
Cl -9.2990 -1.4211 1.4668 -0.0150 0.0280 -0.0266 0.51
H -10.8177 -1.8971 -0.2546 0.0169 0.0058 0.0277 0.01
C -5.2815 2.7487 -1.2882 -0.0936 -0.0561 0.1037 -1.51
Cl -4.0779 2.4822 -2.5583 0.0031 -0.0406 -0.0174 0.55
Cl -5.7944 1.2105 -0.5804 0.0851 0.3204 -0.1784 0.52
Cl -4.6492 3.8389 -0.0540 -0.0290 -0.0281 -0.0516 0.52
H -6.1462 3.2187 -1.7395 0.0372 -0.0068 -0.0288 0.02
C -3.9300 -3.7732 -4.8564 -0.1971 0.0093 -0.1321 -1.51
Cl -3.6762 -4.2540 -6.5340 0.0332 0.0534 0.1021 0.56
Cl -5.2949 -4.6432 -4.1539 0.1006 0.0963 0.0421 0.55
Cl -2.4664 -4.0428 -3.9037 -0.0130 -0.7759 -0.0712 0.56
H -4.1548 -2.7143 -4.8356 0.0486 -0.0038 0.0759 0.02
C 1.8635 6.9642 1.8072 0.1591 0.2509 -0.0317 -1.51
Cl 1.9852 5.3725 1.0394 -0.1441 -0.0303 0.0965 0.53
Cl 2.8873 7.0346 3.2440 -0.0641 -0.0560 -0.0145 0.56
Cl 2.2975 8.2345 0.6664 -0.0683 -0.1197 0.0970 0.54
H 0.8365 7.1171 2.1133 0.0163 -0.0355 -0.0025 0.02
C 1.8195 -2.7251 -5.7281 -0.0057 0.0938 -0.1111 -1.52
Cl 2.4293 -1.3151 -4.8483 0.0276 -0.0297 0.0694 0.51
Cl 0.1688 -3.1005 -5.2246 0.1329 0.0204 -0.2745 0.51
Cl 1.8967 -2.4558 -7.4676 -0.0036 -0.0326 0.1234 0.56
H 2.4490 -3.5723 -5.4862 -0.0048 0.0304 0.0330 0.02
C 4.6148 10.5781 3.4787 0.0565 0.1232 0.0267 -1.56
Cl 6.3417 10.6962 3.1326 -0.0457 -0.0509 -0.0038 0.53
Cl 4.2398 11.3092 5.0401 -0.0118 -0.0627 -0.0392 0.53
Cl 3.6678 11.3310 2.1929 0.0016 -0.0161 0.0202 0.51
H 4.3494 9.5299 3.5230 -0.0011 0.0207 -0.0183 -0.04
```
Forces are in eV/Å.

HOMO   -12.43 eV
Total charge   +1
Maximum force   2.7 eV Å⁻¹
Frontier orbital gap   9.34 eV